1.
140
Properties=species:S:1:pos:R:3:forces:R:3 method="wB97M-V/def2-TZVPD" homo_lumo_gap_ev="6.12 / 6.01" e_lumo_ev="-1.0205 / -1.1135"
Ti 0.2582 0.2146 -0.0495 0.280 0.399 0.020
C -4.1907 -2.2168 2.2177 -0.058 0.131 -0.121
C -3.0700 -1.2653 2.4352 0.129 0.021 0.233
C -2.5523 -0.7778 3.6161 0.100 0.088 -0.330
C -1.5153 0.0954 3.2400 -0.439 -0.477 -0.404
N -1.3963 0.0851 1.9049 0.663 0.039 0.509
N -2.3704 -0.7137 1.4185 -0.334 -0.292 0.235
B -2.9175 -0.5867 -0.0196 -0.046 0.067 0.074
N -2.4916 -1.7641 -0.9275 -0.253 -0.203 -0.370
N -1.7541 -2.7838 -0.4609 0.110 -0.913 0.160
C -1.9050 -3.8127 -1.3012 -0.608 0.927 -0.079
C -2.7651 -3.4339 -2.3469 -0.053 0.216 0.271
C -3.1273 -2.1363 -2.0699 0.063 -0.306 -0.215
C -4.0268 -1.2591 -2.8557 -0.050 -0.033 0.168
C -1.2697 -5.1135 -1.1273 0.069 -0.441 0.311
C -0.7409 -5.5031 0.1046 -0.125 0.060 -0.141
C -0.1163 -6.7263 0.2558 0.091 -0.102 0.067
C -0.0252 -7.6014 -0.8128 0.042 -0.074 0.013
C -0.5566 -7.2347 -2.0380 0.031 -0.137 -0.026
C -1.1706 -6.0073 -2.1953 -0.035 0.154 0.123
N -2.5874 0.8760 -0.4631 -0.610 0.072 0.040
N -1.4218 1.4890 -0.1166 -0.247 0.757 -0.385
C -1.6658 2.8095 -0.0666 -0.565 0.002 -0.104
C -2.9854 3.0466 -0.4576 0.401 -0.375 -0.005
C -3.5353 1.8053 -0.7033 0.246 0.406 0.184
C -4.9324 1.5776 -1.1460 -0.027 -0.211 0.083
C -0.8832 3.9060 0.5414 0.107 0.192 0.125
C 0.1100 4.6425 -0.0879 -0.024 0.020 -0.061
C 0.6964 5.7204 0.5559 -0.029 0.071 -0.119
C 0.2827 6.0891 1.8219 -0.002 0.049 0.034
C -0.7426 5.3935 2.4374 -0.096 0.117 -0.019
C -1.3356 4.3246 1.7951 -0.003 0.046 -0.182
C -0.7700 0.9960 4.1151 0.068 0.569 0.184
C -0.2302 2.1706 3.6018 -0.415 -0.164 0.133
C 0.4468 3.0666 4.4087 -0.162 0.046 0.292
C 0.5884 2.8005 5.7584 0.054 0.115 -0.096
C 0.0497 1.6372 6.2896 -0.139 -0.089 0.081
C -0.6315 0.7471 5.4817 -0.119 0.109 -0.113
H -4.4232 -2.7399 3.1419 0.021 -0.037 0.022
H -3.9289 -2.9378 1.4459 -0.015 -0.127 -0.031
H -5.0847 -1.6867 1.8879 -0.069 -0.025 -0.022
H -2.9025 -0.9944 4.6044 -0.086 -0.016 0.218
H -4.1044 -0.6365 0.0495 -0.258 0.040 -0.068
H -3.1057 -4.0277 -3.1694 -0.103 -0.110 -0.238
H -4.2678 -1.7406 -3.7991 -0.040 -0.018 -0.082
H -3.5289 -0.3134 -3.0532 -0.050 0.127 -0.078
H -4.9505 -1.0756 -2.3134 -0.180 0.071 0.041
H -0.8393 -4.8460 0.9477 -0.047 0.146 0.119
H 0.2960 -6.9996 1.2169 0.009 -0.016 0.074
H 0.4421 -8.5669 -0.6870 0.077 -0.059 -0.016
H -0.4866 -7.9122 -2.8760 -0.016 -0.046 -0.098
H -1.5773 -5.7383 -3.1553 -0.049 0.085 -0.207
H -3.4581 4.0054 -0.5283 -0.115 0.147 -0.018
H -5.4666 2.5219 -1.1067 -0.044 0.065 0.010
H -5.4371 0.8566 -0.5113 -0.127 -0.077 0.031
H -4.9623 1.2091 -2.1667 -0.024 -0.031 -0.099
H 0.4083 4.4025 -1.0959 0.065 -0.085 -0.108
H 1.4696 6.2843 0.0559 0.092 0.021 -0.042
H 0.7429 6.9250 2.3246 0.086 0.108 0.040
H -1.0949 5.6857 3.4152 -0.013 0.038 0.096
H -2.1571 3.8026 2.2669 0.008 -0.072 -0.006
H -0.3335 2.3762 2.5508 -0.140 -0.081 0.126
H 0.8786 3.9520 3.9654 0.004 0.052 0.087
H 1.1266 3.4929 6.3886 0.044 0.030 0.092
H 0.1704 1.4198 7.3420 -0.004 -0.020 0.042
H -1.0151 -0.1712 5.8966 -0.064 -0.130 0.075
F 3.5826 -2.1988 3.8084 -0.296 0.170 0.020
C 3.7672 -0.9948 3.2723 0.282 -0.176 -0.101
F 4.3562 -1.1663 2.0889 -0.243 0.163 0.071
F 4.6130 -0.3360 4.0594 -0.188 0.301 0.079
S 2.1049 -0.0847 3.1651 1.188 -0.795 0.316
O 1.5302 -0.4367 1.8910 -0.446 -0.444 -0.472
O 1.4747 -0.5600 4.3426 0.093 0.030 0.253
N 2.5294 1.4319 3.1846 -0.289 -0.037 -0.009
S 2.3075 2.2572 1.8778 2.374 -0.169 -0.728
O 2.4637 3.6546 2.0584 -0.089 0.170 0.327
O 1.2071 1.8489 1.0243 -0.991 -0.235 -0.771
C 3.8307 1.6890 0.8934 0.226 -0.425 -0.357
F 4.8336 1.4157 1.7282 -0.128 0.296 0.122
F 3.5282 0.5475 0.2446 0.217 0.339 0.279
F 4.2875 2.5586 -0.0013 -0.342 0.263 0.238
C -0.2742 -3.2017 -4.5611 -0.002 -0.059 0.057
C 0.9397 -4.0329 -4.2775 0.030 -0.096 0.147
C 1.5341 -4.7525 -5.3102 0.148 0.011 0.019
C 2.6681 -5.5138 -5.1065 -0.054 -0.011 -0.058
C 3.2209 -5.6048 -3.8394 0.019 -0.037 0.054
C 2.6316 -4.9312 -2.7901 0.034 0.032 -0.049
C 1.5095 -4.1370 -3.0080 0.225 -0.049 -0.185
N 0.9782 -3.4664 -1.8762 -0.267 0.603 0.263
C 1.0942 -2.1430 -1.6095 0.290 -0.705 -1.305
N 1.4657 -1.3772 -2.6387 0.403 -0.318 0.252
C 1.9039 -0.0429 -2.6198 0.054 -0.038 0.125
C 1.5369 0.8219 -1.5774 0.274 0.313 -0.397
C 1.9950 2.1372 -1.7056 -0.060 0.080 0.156
C 2.7266 2.5706 -2.8006 -0.015 -0.115 0.111
C 3.0597 1.6819 -3.8038 -0.114 0.005 0.123
C 2.6617 0.3581 -3.7263 -0.045 -0.047 0.222
C 3.0210 -0.6000 -4.8265 -0.056 0.128 0.144
N 0.9387 -1.6880 -0.3631 -0.147 0.722 0.157
C 1.6009 -2.5899 0.5432 0.837 -0.747 0.516
C 2.9219 -2.8969 0.1838 -0.122 0.051 0.189
C 3.6657 -3.8374 0.8673 -0.019 -0.032 -0.154
C 3.1090 -4.4868 1.9545 -0.027 -0.002 -0.007
C 1.8347 -4.1442 2.3574 0.202 -0.113 -0.165
C 1.0607 -3.2081 1.6785 -0.237 0.124 -0.206
C -0.2866 -2.8787 2.2264 0.104 0.207 -0.017
H -1.0336 -3.8123 -5.0429 -0.148 -0.078 -0.023
H -0.0360 -2.4025 -5.2616 0.015 0.192 -0.041
H -0.6984 -2.7694 -3.6600 -0.064 0.072 -0.067
H 1.0914 -4.7082 -6.2933 -0.059 0.051 -0.166
H 3.1209 -6.0380 -5.9335 0.032 -0.079 -0.098
H 4.1102 -6.1902 -3.6735 0.106 -0.125 0.041
H 3.0380 -4.9964 -1.7903 0.021 0.012 0.075
H 0.7586 -4.0539 -1.0784 -0.006 0.158 -0.115
H 1.4413 -1.8226 -3.5463 0.043 0.062 0.163
H 1.7791 2.8546 -0.9258 -0.037 -0.047 -0.105
H 3.0457 3.5999 -2.8686 -0.007 0.116 0.049
H 3.6260 2.0090 -4.6620 0.099 0.066 -0.102
H 3.6717 -0.0972 -5.5367 0.027 -0.071 -0.100
H 2.1269 -0.9194 -5.3632 -0.080 -0.127 -0.150
H 3.5364 -1.4832 -4.4472 0.009 -0.082 -0.021
H 3.3690 -2.3711 -0.6524 0.009 0.008 -0.030
H 4.6769 -4.0521 0.5557 0.112 -0.005 -0.036
H 3.6716 -5.2256 2.5025 0.090 -0.093 0.074
H 1.4157 -4.6161 3.2332 -0.123 -0.039 0.114
H -0.1838 -2.0366 2.9108 -0.142 -0.010 -0.008
H -0.6861 -3.7135 2.8000 -0.020 -0.080 0.047
H -0.9682 -2.6306 1.4128 0.095 -0.030 0.365
S -0.9970 0.0427 -2.6668 -0.076 -0.244 0.375
C -0.7341 1.4114 -3.7316 0.207 0.010 0.368
C -0.6695 1.1944 -5.1090 0.047 -0.097 0.133
C -0.5050 2.2551 -5.9768 -0.012 0.089 -0.237
C -0.3915 3.5505 -5.4971 0.062 0.090 -0.059
C -0.4672 3.7737 -4.1333 0.011 0.134 -0.076
C -0.6475 2.7188 -3.2611 -0.002 0.026 0.026
H -0.7524 0.1845 -5.4852 0.015 -0.110 -0.049
H -0.4614 2.0722 -7.0411 0.014 -0.034 -0.095
H -0.2431 4.3791 -6.1757 -0.024 0.007 -0.054
H -0.3891 4.7816 -3.7500 -0.003 0.096 0.068
H -0.7221 2.9062 -2.2023 -0.015 -0.033 -0.056

=====

2.
20
Properties=species:S:1:pos:R:3:forces:R:3 method="wB97M-V/def2-TZVPD" homo_lumo_gap_ev=9.14 e_lumo_ev=0.8656
C -0.0984 0.8725 0.3348 -0.739 1.281 0.404
C -0.0690 1.5070 -1.0348 0.104 0.907 -0.431
C 0.4086 0.1846 -1.7215 0.693 -0.301 -1.077
C 0.5537 -1.0508 -1.1854 0.244 0.338 -0.109
C 0.3340 -1.6394 0.2534 0.562 -0.178 0.688
C -0.3118 0.3898 1.8420 0.533 -0.583 2.435
C -1.3167 -0.1008 0.2355 0.382 -0.516 -2.642
H 1.5919 1.0239 1.2410 0.284 0.249 0.429
H 0.5843 2.3876 -1.1419 0.318 -0.663 -0.190
H -1.0077 1.8515 -1.4721 -0.392 -0.402 0.229
H 0.7327 0.2332 -2.7767 -0.304 0.302 0.587
H 0.9665 -1.7770 -1.8890 -0.184 -0.042 0.288
H -0.0416 -2.6799 0.1520 -0.056 0.692 -0.063
H 1.3246 -1.7427 0.7648 -0.779 0.188 -0.490
H 0.6063 0.3338 2.5541 -1.661 0.334 -0.984
H -1.2365 0.6964 2.3907 0.926 -0.091 -0.387
H -1.4918 -0.5366 -0.7576 -0.524 0.002 0.649
H -2.2076 0.3745 0.5969 -0.405 0.502 0.297
N -0.6732 -0.9364 1.1908 0.553 -1.349 1.033
O 1.3518 0.6087 0.4229 0.447 -0.672 -0.666

=====

Per-record relative energy (zero: lowest compared OMol25 entry of this formula, charge and spin), kcal per mole: 48.6 171.4
Per-record E, eV: -158808.5566 -10967.8430